one) # C18H20N2O4

One molecule with the formula C18H20N2O4 (ωB97M-V/def2-TZVPD, the OMol25 dataset).

Calculated values
Gap between HOMO and LUMO ... 8.0 eV
HOMO level ... -7.82 eV

Geometry as ORCA input:
```
! RIJCOSX wB97M-V def2-TZVPD def2/J DEFGRID3
* xyz 0 1
O 0.43481 2.35418 -0.17548
O 1.37727 2.25027 3.37074
O -0.51936 4.80617 0.46652
O -1.39067 2.25786 2.96108
N -0.51738 -3.20078 -2.55569
N -1.27806 0.39815 1.54020
C 1.84420 -2.88343 -2.60638
C -1.98382 -1.12336 0.01035
C -3.11135 -0.65494 0.74747
C -0.59674 -2.30668 -1.54400
C -2.64700 0.22553 1.66063
C -1.86388 -2.02792 -1.02050
C 0.81151 1.73904 2.19193
C 3.07684 -1.32607 -1.09913
C 0.55560 -1.65433 -1.00452
C 0.72844 2.83794 1.11215
C -1.61111 3.23064 1.95245
C -0.30080 3.91577 1.52383
C 0.69409 -4.47812 -4.18178
C 0.64665 -3.48257 -3.06557
C 1.81800 -1.97429 -1.58583
C -0.58219 1.17828 2.54793
C -0.83212 -0.46441 0.54832
C 0.42147 -0.73705 0.04861
H 1.71511 3.30734 1.02310
H 3.92973 -1.67502 -1.67592
H -2.72295 -2.53100 -1.43367
H -0.37266 4.31694 -0.35844
H -0.32408 1.75720 -0.14110
H 1.49059 0.94885 1.86873
H 1.30912 -0.26889 0.43392
H 0.70384 2.76504 3.83660
H 1.32153 -5.32400 -3.90482
H -3.18005 0.77649 2.41125
H 1.11776 -4.02153 -5.07505
H -4.12967 -0.95431 0.60538
H -2.29222 3.96078 2.39096
H -2.10040 2.78398 1.07594
H -0.30961 -4.83030 -4.39916
H 0.09356 4.49971 2.36343
H 3.01019 -0.24318 -1.19812
H 2.77822 -3.15407 -3.07764
H 3.24959 -1.56328 -0.04976
H -0.46201 0.56935 3.46101
*
```

two) # C18H20N2O4

One molecule with the formula C18H20N2O4 (ωB97M-V/def2-TZVPD, the OMol25 dataset).

Calculated values
Gap between HOMO and LUMO ... 8.8 eV
HOMO level ... -8.29 eV

Geometry as ORCA input:
```
! RIJCOSX wB97M-V def2-TZVPD def2/J DEFGRID3
* xyz 0 1
O -0.93185 -1.54063 -0.08781
O -0.93463 3.28750 0.22989
O -3.09667 3.08049 -0.02425
O 7.76082 0.69650 -0.42031
N 1.81562 -2.34550 0.72356
N -0.52436 0.56147 0.52752
C 3.67590 -0.06696 -0.30490
C -1.83105 1.05872 0.17144
C -0.10919 -0.75864 0.35194
C -5.07702 0.72131 -0.18812
C 1.40295 -0.92631 0.62376
C 4.56229 -1.13122 -0.06069
C -6.06260 -1.20006 -1.11718
C -4.05393 -0.11844 0.40495
C -4.06675 -1.50800 0.19908
C 4.25571 1.26909 -0.29771
C 2.15712 -0.21711 -0.46386
C -2.91212 0.45857 1.15885
C 6.43041 0.30786 -0.35868
C 5.59181 1.42733 -0.34132
C -6.10542 0.16002 -0.88696
C 5.93862 -0.96524 -0.11406
C -5.12992 -2.04606 -0.52359
C -1.90111 2.59532 0.16720
H -5.08016 -3.14785 -0.54706
H 0.10190 1.29881 0.78085
H 3.67286 2.22536 -0.34091
H 1.72700 0.79535 -0.64112
H -6.89340 -1.61608 -1.67011
H -3.05189 4.04260 -0.02948
H 8.28103 -0.10135 -0.44323
H -3.37668 -2.19846 0.67739
H 4.13004 -2.16885 0.04540
H -4.97930 1.77477 -0.11648
H 1.63993 -2.72083 1.66331
H 1.67414 -0.50416 1.57786
H 6.61973 -1.76459 0.04438
H 1.88767 -0.77467 -1.42619
H 1.24408 -2.90835 0.05669
H 6.11643 2.40010 -0.30707
H -2.41795 -0.32982 1.77686
H -6.79462 0.87207 -1.41391
H -3.26774 1.21905 1.84798
H -2.08768 0.80686 -0.90393
*
```

Most stable structure: one)

one) # C15H21N3O3S

One molecule with the formula C15H21N3O3S (ωB97M-V/def2-TZVPD, the OMol25 dataset).

Calculated values
Gap between HOMO and LUMO ... 7.1 eV
HOMO level ... -7.54 eV

Geometry as ORCA input:
```
! RIJCOSX wB97M-V def2-TZVPD def2/J DEFGRID3
* xyz 0 1
S 2.99280 -0.87485 -2.61513
O 3.36031 -3.27920 2.76489
O -2.95247 5.27889 -0.77625
O -4.22108 3.22458 -1.19318
N 0.56993 -2.69739 1.48754
N 1.82963 1.20840 -1.58562
N 1.44704 -0.90033 -0.69307
C 0.41447 1.75319 -1.31792
C 2.51042 -4.06704 2.31697
C 0.52783 -2.99213 0.26143
C -0.63243 3.90741 -1.34745
C -0.73122 1.20401 -1.58889
C -5.45317 4.02773 -0.74188
C -3.02057 4.02906 -0.97750
C -1.94322 1.75710 -1.39635
C 1.34906 -1.34982 1.87623
C 0.80745 -0.40427 0.66061
C 1.35913 -2.35819 -0.74373
C 2.03598 -0.07988 -1.75804
C 0.45612 3.05891 -1.27530
C -1.95839 3.14246 -1.20768
C 0.89053 -3.65239 2.56101
H 0.40824 -4.47520 2.34081
H 2.52918 -2.65798 -0.40071
H -0.62762 -2.83509 -0.32585
H 1.04160 -3.18826 3.53765
H 1.51710 -2.55271 -1.61077
H 0.43826 -4.10956 0.23733
H -0.15202 -0.28041 0.67876
H -0.59264 0.12746 -1.51797
H 1.05054 -0.83166 2.49030
H 1.40048 3.66848 -1.39017
H 3.32387 -3.14195 3.56659
H 2.49882 1.87678 -2.12617
H -6.40408 3.25879 -0.72143
H -5.73416 4.73211 -1.66739
H 2.28420 -1.36792 1.67882
H 2.76521 -4.35498 1.15631
H -5.47004 4.55950 0.08458
H -2.75507 1.29476 -1.40359
H 1.03395 0.40492 0.67696
H 2.53176 -5.05866 2.90891
H -0.72574 4.99530 -0.90366
*
```

two) # C15H21N3O3S

One molecule with the formula C15H21N3O3S (ωB97M-V/def2-TZVPD, the OMol25 dataset).

Calculated values
Gap between HOMO and LUMO ... 9.0 eV
HOMO level ... -8.34 eV

Geometry as ORCA input:
```
! RIJCOSX wB97M-V def2-TZVPD def2/J DEFGRID3
* xyz 0 1
S -1.69103 2.07460 -0.65461
O -4.09876 -0.66718 0.48844
O 4.01764 -2.27680 -0.45111
O -2.98760 -0.52436 -1.46455
N 0.57479 0.55651 -0.37961
N -0.12739 -0.98616 1.01301
N -1.14434 -0.13603 0.80012
C -3.28184 -2.72498 1.45097
C 2.19948 -1.22091 0.27107
C 3.08626 -1.40721 1.37082
C 2.37717 -1.94693 -2.22645
C 1.64134 3.14350 0.65868
C 0.89960 -0.58161 0.31839
C 2.82036 -1.77757 -0.81722
C -3.41038 -0.03755 -0.45024
C -0.71976 0.78133 -0.02545
C -3.29239 1.43765 -0.09533
C 4.17037 -2.04723 0.86601
C 1.42051 1.40066 -1.17849
C 2.61182 4.01326 1.44712
C 2.37794 2.22095 -0.31015
C -4.19065 -2.09418 0.40732
H 1.99003 0.77329 -1.86838
H 1.32752 -1.68177 -2.31951
H -5.24039 -2.34206 0.58771
H 2.91431 -1.09972 2.38093
H 5.08126 -2.38409 1.31873
H 3.00951 2.81550 -0.97266
H 3.02393 1.54110 0.25104
H 0.95010 3.77688 0.09802
H -3.30799 -3.80649 1.35301
H 2.96886 -1.32706 -2.90142
H 2.50814 -2.98407 -2.53063
H -3.90476 -2.40664 -0.60178
H -4.05043 2.01656 -0.62321
H -3.38649 1.57356 0.98042
H 2.07118 4.65714 2.13597
H -3.60948 -2.44766 2.44914
H 0.76770 2.06468 -1.75226
H -2.26238 -2.37328 1.31400
H 3.19461 4.64036 0.77599
H 1.05005 2.54541 1.35553
H 3.29857 3.39528 2.02162
*
```

Most stable structure: two)

one) # C16H24N8

A 8-piece molecular cluster, C16H24N8 overall (ωB97M-V/def2-TZVPD, the OMol25 dataset).

Calculated values
Gap between HOMO and LUMO ... 11.7 eV
HOMO level ... -11.49 eV

Geometry as ORCA input:
```
! RIJCOSX wB97M-V def2-TZVPD def2/J DEFGRID3
* xyz 0 1
N -3.90223 2.09507 -2.30745
N 3.50028 3.05057 4.84998
N 2.74904 -0.95463 0.24915
N 1.22457 -0.66458 -4.42615
N -1.97260 -0.97358 1.88330
N 0.09528 1.48399 0.82989
N 3.32191 3.19959 -3.75748
N -1.70628 -3.47445 -0.26019
C 1.65236 -3.16511 1.16584
C 1.41542 3.35122 -1.95900
C -1.89469 -0.00306 2.57693
C 0.04866 0.60930 0.09828
C 2.49201 3.28263 -2.97143
C -3.79204 1.20713 0.12949
C -0.03595 -0.52524 -0.83028
C 2.25606 -1.92343 0.70270
C -1.81092 1.12418 3.45337
C 2.35138 1.07662 3.60354
C -4.27971 -4.02217 0.01946
C 3.69768 0.10406 -4.82942
C -2.82712 -3.69760 -0.20184
C -3.85236 1.72303 -1.21366
C 2.96344 2.18898 4.32610
C 2.29477 -0.36004 -4.63877
H 1.33608 4.33268 -1.49152
H 4.39224 -0.73066 -4.92390
H 3.93877 0.59252 -3.88528
H 0.78004 -3.08434 1.81440
H -1.12250 0.92680 4.27508
H 0.44431 3.06160 -2.36048
H 2.48381 -3.59949 1.72092
H -1.54321 1.97780 2.83066
H 2.82223 0.98106 2.62514
H 1.27138 1.21558 3.55470
H -4.45946 -3.73297 1.05491
H 0.75758 -0.35444 -1.55776
H -4.21244 0.20235 0.08703
H 1.55259 2.65731 -1.12968
H 2.48831 0.06398 3.98291
H 1.42870 -3.85068 0.34848
H -4.98504 -3.52690 -0.64785
H -4.42040 -5.07240 -0.23612
H 0.00773 -1.49529 -0.33510
H -4.32970 1.89951 0.77728
H 3.86013 0.72549 -5.71007
H -2.70972 1.12069 0.22548
H -2.80746 1.29502 3.86057
H -0.96292 -0.33767 -1.37218
*
```

two) # C16H24N8

A 8-piece molecular cluster, C16H24N8 overall (ωB97M-V/def2-TZVPD, the OMol25 dataset).

Calculated values
Gap between HOMO and LUMO ... 12.1 eV
HOMO level ... -11.42 eV

Geometry as ORCA input:
```
! RIJCOSX wB97M-V def2-TZVPD def2/J DEFGRID3
* xyz 0 1
N -1.42149 1.87771 -1.89235
N 1.90183 0.24249 -3.98347
N -1.61104 -4.03282 1.27234
N -0.88343 5.12264 2.20047
N 1.61648 2.05077 1.95800
N 0.68030 -4.42454 -2.34266
N -2.52054 0.44490 1.03561
N 2.95945 -2.62579 1.10892
C -0.09704 -1.38711 -4.51028
C 1.52277 5.16517 3.31177
C -2.89334 1.53144 1.03521
C 1.06568 -2.13499 2.83468
C 0.18446 5.22011 2.67806
C 1.62312 1.44899 0.96620
C 1.19800 -4.94096 -1.41017
C 1.84550 0.64916 -0.21558
C -2.12112 -3.65189 0.30403
C -0.12532 3.95974 -0.96534
C -3.47114 2.86151 0.70915
C 1.07433 -0.48381 -4.29734
C 2.18708 -2.35629 1.88742
C -2.86497 -3.11943 -0.77038
C 1.73325 -5.61986 -0.19261
C -0.79180 2.75495 -1.47314
H -0.46606 4.89830 -1.37800
H -4.48310 3.09854 0.90867
H 0.97187 -6.11460 0.32417
H -0.96613 -1.05486 -4.01757
H 1.13175 -1.08112 2.99929
H 1.34724 -2.76404 3.73065
H -2.73706 -3.78522 -1.62133
H -0.26119 -1.64483 -5.55232
H 2.30833 -4.88802 0.44859
H 2.86381 0.34526 -0.20444
H 0.15405 -2.31851 -4.05134
H -3.00528 3.62290 1.28376
H -3.85498 -2.93787 -0.46938
H 1.69774 4.17942 3.88446
H 1.73508 1.13817 -1.16949
H 1.20438 -0.28188 -0.20162
H -3.33070 2.96224 -0.36903
H 2.33629 -6.42930 -0.60500
H 1.57695 6.06712 4.02471
H 0.93468 3.93391 -1.23771
H 2.40860 5.26556 2.64715
H 0.14356 -2.43831 2.33773
H -2.36183 -2.27975 -1.11671
H -0.13901 3.95482 0.15623
*
```

Most stable structure: one)

one) # C4H9N2O2

An isolated ion of composition C4H9N2O2 and charge +1 (ωB97M-V/def2-TZVPD, the OMol25 dataset).

Calculated values
Gap between HOMO and LUMO ... 10.8 eV
HOMO level ... -14.24 eV

Geometry as ORCA input:
```
! RIJCOSX wB97M-V def2-TZVPD def2/J DEFGRID3
* xyz 1 1
O -0.92971 1.48350 1.34931
O 2.04388 -1.26967 -0.09146
N 0.70132 -0.91665 1.72247
N 0.68833 0.06314 -1.77673
C 0.97157 -0.79988 0.44047
C -0.96052 1.02141 0.05076
C -1.57318 -0.30621 -0.24642
C -0.05877 -0.08971 -0.50001
H 1.47616 -1.26715 2.36663
H 1.89536 -1.01817 -1.10826
H -0.14374 -0.62614 2.03645
H 0.18779 0.09905 -2.68760
H 1.27374 0.87546 -1.74707
H -1.16299 1.90075 -0.67389
H -0.40058 2.26277 1.43980
H -1.87036 -1.03634 0.46526
H -2.13831 -0.37616 -1.03973
*
```

two) # C4H9N2O2

An isolated ion of composition C4H9N2O2 and charge +1 (ωB97M-V/def2-TZVPD, the OMol25 dataset).

Calculated values
Gap between HOMO and LUMO ... 10.5 eV
HOMO level ... -13.85 eV

Geometry as ORCA input:
```
! RIJCOSX wB97M-V def2-TZVPD def2/J DEFGRID3
* xyz 1 1
O 2.38180 -0.09237 0.05905
O 1.51422 2.38540 1.15139
N 0.77861 1.61799 0.29365
N 0.11763 -0.46458 -0.13142
C 0.29245 -1.92476 -0.00428
C -0.62942 1.76605 0.09128
C 1.11902 0.33951 0.10723
C -1.18476 0.29516 0.12734
H 2.42631 2.29081 0.88016
H -0.90154 2.36185 -0.81334
H -1.10474 2.26191 0.94083
H -1.65148 0.02728 1.00765
H 0.53591 -2.44587 -1.04080
H 2.50807 -1.06541 0.20581
H 1.18360 -2.14199 0.52922
H -1.97803 0.20687 -0.73161
H -0.54165 -2.37478 0.51348
*
```

Most stable structure: one)